29
Properties=species:S:1:pos:R:3 method="wB97M-V/def2-TZVPD" charge=-1 de_lowest_kcal_mol=10.8
Cl 1.545 -2.938 -5.405
C 1.296 -2.805 -3.720
C 1.493 -1.590 -3.085
Cl 2.003 -0.207 -3.937
C 1.333 -1.413 -1.648
O 1.609 -0.371 -1.058
C 0.909 -2.662 -0.844
O 0.780 -2.586 0.375
C 0.737 -3.900 -1.600
Cl 0.313 -5.268 -0.682
C 0.891 -3.966 -2.976
Cl 0.663 -5.450 -3.794
C -0.574 1.486 -0.868
C -1.727 1.306 -1.621
N -2.642 1.140 -2.345
C -0.610 1.760 0.513
C 0.562 2.151 1.250
C 0.514 2.388 2.609
C -0.715 2.247 3.301
N -0.758 2.410 4.712
O -1.852 2.253 5.301
O 0.297 2.694 5.324
C -1.897 1.909 2.602
C -1.850 1.698 1.239
H 0.380 1.488 -1.387
H 1.503 2.254 0.705
H 1.397 2.680 3.176
H -2.826 1.827 3.165
H -2.772 1.464 0.698


35
Properties=species:S:1:pos:R:3 method="wB97M-V/def2-TZVPD" charge=-1 e_tot_ev=-91878.93729
C -0.051 -0.477 -0.126
C 0.490 -1.338 0.974
I -0.959 -1.997 2.369
C 1.756 -1.716 1.083
I 3.147 -1.128 -0.359
C 2.255 -2.574 2.175
C 2.555 -2.076 3.398
C 2.989 -2.930 4.440
C 3.114 -4.258 4.254
F 3.512 -5.069 5.238
C 2.828 -4.824 2.990
N 2.891 -6.099 2.618
S 2.460 -6.170 1.094
N 2.142 -4.604 0.804
C 2.398 -3.976 1.939
H -1.109 -0.320 0.018
H 0.420 0.495 -0.184
H 0.048 -1.025 -1.057
H 2.443 -1.022 3.578
H 3.206 -2.501 5.404
C -2.902 5.325 -4.515
F -2.596 5.811 -5.720
F -2.743 6.308 -3.621
F -4.196 4.980 -4.525
S -1.821 3.885 -4.136
O -0.491 4.423 -4.125
O -2.123 2.925 -5.158
N -2.441 3.576 -2.709
S -1.868 2.356 -1.886
O -0.532 2.518 -1.380
O -2.203 1.052 -2.387
C -2.948 2.576 -0.413
F -4.242 2.463 -0.732
F -2.764 3.772 0.158
F -2.666 1.638 0.498


17
Properties=species:S:1:pos:R:3 method="wB97M-V/def2-TZVPD" charge=0 smiles="C=CC.C=CN" de_lowest_kcal_mol=47.3
C 1.795 -0.421 -0.961
C 2.029 0.191 0.202
C 3.275 -0.037 0.997
H 1.129 -0.016 -1.717
H 2.298 -1.346 -1.192
H 1.264 0.806 0.663
H 3.461 0.849 1.598
H 3.141 -0.820 1.749
H 4.188 -0.246 0.447
C -2.397 0.901 -1.064
C -2.645 -0.244 -0.418
N -3.280 -0.259 0.828
H -2.763 1.840 -0.681
H -1.790 0.800 -1.955
H -2.266 -1.192 -0.773
H -4.070 0.342 0.983
H -3.371 -1.148 1.294


26
Properties=species:S:1:pos:R:3 method="wB97M-V/def2-TZVPD" charge=+4 spin_multiplicity=5 e_tot_ev=-148443.99556
Ce -0.014 -0.350 -5.101
Er 0.044 0.215 -1.473
Cl -1.571 1.047 -3.269
Cl 1.481 -1.270 -3.030
C -0.940 -1.348 -0.201
C 0.024 0.301 -7.416
C 0.208 -1.324 -7.260
O -1.403 -2.154 0.525
O -0.141 1.051 -8.332
O 0.529 -2.172 -8.043
C -2.210 1.260 2.498
N -0.950 0.612 2.797
C -0.694 -0.163 3.920
C 0.599 -0.547 3.857
N 1.135 0.003 2.706
C 2.516 -0.111 2.269
C 0.173 0.698 2.028
Se 0.449 1.870 0.559
H -2.767 1.316 3.437
H -2.788 0.682 1.763
H -2.048 2.274 2.108
H -1.445 -0.342 4.648
H 1.217 -1.130 4.522
H 3.160 -0.199 3.153
H 2.655 -1.002 1.642
H 2.780 0.785 1.692


17
Properties=species:S:1:pos:R:3 method="wB97M-V/def2-TZVPD" charge=0 de_lowest_kcal_mol=66.2
C -0.342 2.074 0.265
C 0.117 0.684 0.571
O 1.253 0.503 1.117
C 0.293 -0.357 -1.604
C 0.612 -1.504 -0.892
C 0.151 -1.658 0.438
C -0.804 -0.529 0.798
H -0.635 2.572 1.202
H -1.212 2.066 -0.401
H 0.469 2.654 -0.185
H 1.234 -0.666 1.017
H -0.722 0.040 -1.601
H 0.887 -0.059 -2.468
H 1.394 -2.178 -1.256
H 0.125 -2.620 0.950
H -1.102 -0.565 1.857
H -1.718 -0.457 0.189


12
Properties=species:S:1:pos:R:3 method="wB97M-V/def2-TZVPD" charge=-1 de_lowest_kcal_mol=20.0
N -0.507 -1.558 0.201
N 0.656 -0.174 0.304
N -2.586 0.347 -0.187
O 3.168 -0.464 0.839
O 0.083 -2.588 0.084
O -3.711 0.428 0.236
O -2.166 -0.314 -1.099
O 2.479 0.020 -1.430
O 1.980 1.605 0.373
O -1.748 1.146 0.423
S 0.141 1.387 0.328
S 2.211 0.164 -0.074


48
Properties=species:S:1:pos:R:3 method="wB97M-V/def2-TZVPD" charge=0 de_lowest_kcal_mol=12.8
Pd 0.645 -0.032 -1.673
F 6.543 2.615 1.098
C 5.371 2.616 1.748
F 5.591 2.109 2.974
F 5.003 3.898 1.915
C 4.313 1.835 1.020
C 4.591 1.164 -0.158
C 3.562 0.469 -0.770
N 2.325 0.417 -0.276
C 2.066 1.057 0.871
C 3.031 1.779 1.549
H 5.576 1.180 -0.600
H 3.726 -0.060 -1.701
H 1.052 0.959 1.234
H 2.780 2.286 2.470
S -0.749 0.198 -3.216
C 1.677 -3.402 -2.942
As 0.582 -2.345 -1.739
C -1.192 -3.007 -2.155
C 0.844 -3.170 -0.002
H 1.358 -4.442 -2.884
H 2.728 -3.329 -2.665
H 1.548 -3.030 -3.956
H -1.242 -4.087 -2.008
H -1.433 -2.744 -3.183
H -1.899 -2.500 -1.500
H 0.428 -4.177 -0.012
H 0.336 -2.549 0.732
H 1.905 -3.217 0.242
O -0.694 -0.278 0.851
C -1.910 -0.054 0.787
C -2.771 0.022 2.034
C -3.331 1.440 2.309
C -3.265 2.399 1.120
C -4.140 1.996 -0.065
C -3.918 0.540 -0.496
N -2.537 0.124 -0.382
H -2.149 -0.315 2.861
H -3.586 -0.697 1.929
H -2.772 1.880 3.136
H -4.365 1.356 2.652
H -2.227 2.479 0.785
H -3.551 3.399 1.453
H -3.938 2.666 -0.903
H -5.196 2.120 0.193
H -4.207 0.402 -1.538
H -4.551 -0.130 0.092
H -1.957 0.159 -1.231


48
Properties=species:S:1:pos:R:3 method="wB97M-V/def2-TZVPD" charge=0 smiles="CC(C)OC(=O)CSc1nnc(-c2ccc(O)cc2)n1Cc1ccccc1" de_lowest_kcal_mol=44.5
C 3.265 2.384 -1.529
C 2.430 3.619 -1.209
C 3.098 4.905 -1.672
O 1.169 3.519 -1.896
C 0.139 3.000 -1.236
O 0.159 2.647 -0.087
C -1.056 2.852 -2.152
S -1.103 1.083 -2.600
C -1.948 0.514 -1.185
N -2.901 1.144 -0.555
N -3.285 0.371 0.463
C -2.567 -0.726 0.457
C -2.720 -1.801 1.419
C -3.994 -2.052 1.927
C -4.197 -3.058 2.848
C -3.125 -3.831 3.286
O -3.279 -4.837 4.185
C -1.847 -3.568 2.802
C -1.645 -2.561 1.881
N -1.689 -0.691 -0.598
C -0.722 -1.653 -1.044
C 0.670 -1.403 -0.505
C 1.706 -2.220 -0.945
C 2.994 -2.029 -0.481
C 3.262 -1.018 0.428
C 2.235 -0.204 0.869
C 0.942 -0.394 0.408
H 2.748 1.485 -1.202
H 4.221 2.442 -1.017
H 3.437 2.320 -2.601
H 2.222 3.658 -0.132
H 4.050 5.028 -1.164
H 3.270 4.867 -2.745
H 2.466 5.761 -1.451
H -1.993 3.073 -1.644
H -0.929 3.420 -3.069
H -4.816 -1.443 1.587
H -5.189 -3.248 3.234
H -4.203 -4.899 4.455
H -1.023 -4.159 3.168
H -0.639 -2.348 1.554
H -1.067 -2.650 -0.746
H -0.692 -1.615 -2.139
H 1.496 -3.006 -1.656
H 3.791 -2.668 -0.832
H 4.268 -0.867 0.789
H 2.430 0.590 1.574
H 0.161 0.263 0.759


25
Properties=species:S:1:pos:R:3 method="wB97M-V/def2-TZVPD" charge=-2 e_tot_ev=-49290.59940
Sn 9.282 3.353 3.585
S 11.736 2.833 3.501
C 12.162 3.832 4.850
C 13.273 4.684 4.707
C 13.571 5.627 5.675
C 12.805 5.728 6.870
C 11.674 4.913 7.018
C 11.349 3.974 6.003
S 9.905 3.066 6.268
H 13.921 4.573 3.856
H 14.330 6.382 5.496
H 13.089 6.389 7.686
H 11.011 4.951 7.855
N 7.484 6.367 5.186
C 6.658 5.211 5.102
N 5.437 5.337 5.668
N 4.997 4.056 5.593
N 5.840 3.264 5.012
N 6.962 3.991 4.642
C 8.785 6.489 4.896
N 9.539 7.484 5.472
N 10.748 7.392 4.855
N 10.728 6.433 3.952
N 9.509 5.745 4.021
H 7.003 7.083 5.686


175
Properties=species:S:1:pos:R:3 method="wB97M-V/def2-TZVPD" charge=-1 de_lowest_kcal_mol=0.0
K 6.527 2.417 -3.873
N 5.400 4.683 -3.213
S 4.345 5.377 -2.404
O 3.038 5.506 -3.020
O 4.766 6.422 -1.502
F 4.081 4.143 -1.415
S 5.828 6.016 -4.135
O 6.549 7.040 -3.446
O 5.031 6.380 -5.262
F 7.043 5.220 -4.823
N 2.617 0.011 -0.255
S 3.458 1.098 0.689
O 2.642 2.119 1.270
O 4.818 1.465 0.378
F 3.658 0.076 1.910
S 2.782 0.805 -1.568
O 3.991 0.550 -2.311
O 2.162 2.079 -1.733
F 1.764 -0.135 -2.456
C 2.499 5.128 -11.378
C 2.779 6.383 -10.596
O 2.147 6.323 -9.284
P 1.362 7.649 -8.806
O 0.433 8.276 -9.759
O 0.720 7.142 -7.402
C 1.562 6.442 -6.473
C 0.684 5.722 -5.489
O 2.594 8.571 -8.330
C 2.336 9.895 -7.863
C 2.164 9.930 -6.351
H 1.484 5.142 -11.776
H 3.170 5.086 -12.240
H 2.692 4.224 -10.802
H 3.829 6.397 -10.289
H 2.565 7.282 -11.171
H 2.199 5.761 -7.041
H 2.257 7.112 -5.963
H 0.035 6.362 -4.892
H 0.070 4.991 -6.018
H 1.283 5.168 -4.763
H 3.181 10.524 -8.152
H 1.483 10.388 -8.336
H 2.464 10.927 -6.013
H 1.174 9.677 -5.976
H 2.857 9.275 -5.819
C 3.394 15.919 -3.705
C 3.715 14.493 -4.142
O 5.133 14.411 -4.300
P 5.925 13.044 -4.064
O 7.355 13.125 -4.381
O 5.627 12.633 -2.531
C 5.986 13.474 -1.425
C 6.407 12.596 -0.264
O 5.111 11.929 -4.867
C 5.436 10.520 -4.643
C 4.581 9.957 -3.515
H 3.576 16.019 -2.637
H 3.953 16.667 -4.265
H 2.366 16.092 -4.032
H 3.231 13.713 -3.549
H 3.259 14.334 -5.126
H 6.769 14.202 -1.646
H 5.072 14.020 -1.181
H 6.149 13.170 0.628
H 5.831 11.670 -0.251
H 7.448 12.286 -0.314
H 5.210 10.063 -5.604
H 6.504 10.409 -4.461
H 5.065 10.066 -2.548
H 3.567 10.355 -3.527
H 4.451 8.879 -3.642
C 9.232 6.531 -1.735
C 9.889 5.587 -2.753
O 10.537 4.459 -2.127
P 9.732 3.251 -1.472
O 8.751 2.658 -2.402
O 9.117 3.851 -0.123
C 8.129 3.115 0.670
C 7.081 4.160 1.000
O 10.874 2.220 -0.999
C 12.021 2.704 -0.286
C 13.272 2.608 -1.147
H 9.930 7.005 -1.040
H 8.758 7.360 -2.265
H 8.448 6.101 -1.114
H 9.109 5.121 -3.356
H 10.635 6.135 -3.320
H 7.726 2.173 0.308
H 8.666 2.927 1.603
H 7.550 5.007 1.503
H 6.649 4.590 0.092
H 6.230 3.793 1.573
H 11.888 3.769 -0.076
H 12.036 2.168 0.660
H 13.272 3.133 -2.103
H 14.184 2.914 -0.633
H 13.443 1.570 -1.449
C 2.422 8.985 -0.103
C 1.457 9.478 0.957
O 0.058 9.373 0.666
P -0.740 7.996 0.901
O -0.857 7.707 2.344
O -0.007 6.878 0.060
C -0.541 5.537 0.089
C -0.085 4.808 -1.145
O -2.119 8.208 0.112
C -3.322 8.609 0.737
C -4.462 7.675 0.439
H 2.325 9.766 -0.869
H 3.464 8.907 0.203
H 2.214 8.081 -0.675
H 1.674 8.928 1.882
H 1.551 10.517 1.269
H -0.220 5.042 1.005
H -1.634 5.514 0.110
H -0.518 5.152 -2.084
H 1.003 4.823 -1.225
H -0.351 3.751 -1.069
H -3.214 8.681 1.822
H -3.564 9.575 0.286
H -5.408 8.139 0.735
H -4.552 7.515 -0.638
H -4.489 6.716 0.958
C 3.281 9.148 -11.874
C 4.769 8.892 -11.617
O 4.896 7.573 -11.094
P 6.379 6.950 -10.928
O 7.422 7.953 -11.117
O 6.407 6.247 -9.475
C 6.274 7.048 -8.298
C 4.852 7.513 -8.034
O 6.341 5.697 -11.913
C 5.972 5.831 -13.296
C 6.998 6.484 -14.133
H 3.266 10.193 -12.193
H 2.846 8.551 -12.674
H 2.699 8.963 -10.970
H 5.231 9.064 -12.594
H 5.206 9.595 -10.908
H 6.558 6.502 -7.399
H 6.949 7.903 -8.394
H 4.358 8.036 -8.855
H 4.137 6.703 -7.869
H 4.845 8.172 -7.166
H 5.837 4.808 -13.652
H 5.005 6.340 -13.295
H 7.277 7.499 -13.838
H 7.997 6.037 -14.187
H 6.673 6.423 -15.176
C 9.351 2.733 -11.221
C 8.280 3.046 -10.209
O 8.579 2.545 -8.934
P 7.713 2.966 -7.656
O 7.711 1.983 -6.552
O 8.250 4.425 -7.302
C 9.610 4.556 -6.841
C 10.649 4.686 -7.957
O 6.262 3.277 -8.225
C 5.160 3.612 -7.387
C 3.910 3.719 -8.223
H 9.065 2.831 -12.272
H 10.243 3.355 -11.130
H 9.614 1.670 -11.241
H 8.127 4.130 -10.128
H 7.355 2.653 -10.647
H 9.600 5.548 -6.383
H 9.925 3.938 -5.999
H 10.230 5.455 -8.617
H 11.614 5.090 -7.661
H 10.692 3.797 -8.583
H 5.157 2.878 -6.572
H 5.390 4.567 -6.903
H 3.019 3.969 -7.644
H 3.976 4.542 -8.940
H 3.669 2.826 -8.800


19
Properties=species:S:1:pos:R:3 method="wB97M-V/def2-TZVPD" charge=0 de_lowest_kcal_mol=74.8
C -0.775 0.294 -2.111
C 1.332 0.658 -0.782
C 0.413 -0.278 -1.360
O 0.917 1.565 -0.014
O 2.616 0.250 -0.687
H -0.048 0.894 0.851
H 3.075 0.820 -0.052
H 0.905 -1.110 -1.858
H -1.560 -0.457 -2.218
H -0.483 0.627 -3.106
H -1.201 1.140 -1.572
C -0.097 -0.955 2.308
C -0.780 -0.087 1.290
N -2.049 -0.032 1.233
H -2.376 0.650 0.547
H -0.166 -0.473 -0.150
H 0.873 -0.521 2.565
H -0.684 -1.038 3.222
H 0.087 -1.949 1.897


- The highest charge belongs to which entry?
  C8H8CeCl2ErN2O3Se


- Which of these has the lowest charge?
  C8H5N9S2Sn